No. 1
C3H4BrCl | ωB97M-V/def2-TZVPD

As for the HOMO-LUMO gap: 10.04 eV. The SMILES is C=C=CBr.Cl. Its max |F| is 3.5 eV Å⁻¹.

```
! RIJCOSX wB97M-V def2-TZVPD def2/J DEFGRID3
* xyz 0 1
C 0.76906 0.00251 -0.34345
H -0.62451 -2.83138 0.56028
C 0.21418 -0.91077 0.38222
H 0.38357 0.11511 -1.34502
H -0.39532 3.51494 -1.09545
Br 2.48225 0.77356 -0.18484
Cl -0.86241 2.76053 -0.23137
H -1.38106 -1.61692 1.42252
C -0.58576 -1.80758 0.83512
*
```

---

No. 2
C14H39IN3O4 | ωB97M-V/def2-TZVPD

As for the HOMO-LUMO gap (alpha / beta): 9.31 / 4.62 eV. Its max |F| is 3.4 eV Å⁻¹. Its expectation value of S² is 0.75.

```
! RIJCOSX wB97M-V def2-TZVPD def2/J DEFGRID3
* xyz 0 2
C 4.71564 -16.37187 -5.66326
C 1.16084 -14.78768 -10.08875
H 3.68490 -13.50450 -10.59770
H -1.25750 -9.66669 -2.65233
H 0.80993 -9.98447 -1.25950
H 0.10347 -11.56150 -1.63056
H 0.49310 -15.64185 -9.97647
O 0.91971 -7.89406 -2.94160
H 2.70041 -17.06916 -1.18870
H 3.41993 -15.71752 -8.05578
O 1.13423 -11.53843 -8.71981
C 0.79024 -9.50101 -7.60512
N 2.43167 -15.67648 -8.26010
H 1.34764 -11.93316 -7.87114
H 2.02662 -6.92559 -4.40217
H 3.49764 -18.25165 -5.42993
N 2.32346 -16.60797 -5.53965
H 3.76004 -16.29037 -3.15521
O 2.40394 -17.88348 -3.08200
C 2.26535 -17.93223 -1.69263
H 1.26993 -18.15525 -1.30856
H -1.02240 -11.85629 -3.56265
H -0.55648 -11.22496 -7.72981
H 1.14959 -14.47927 -11.13415
C 1.31344 -6.68221 -3.61461
N -0.70162 -11.04404 -4.07005
C 3.54369 -17.22169 -5.07615
C -0.34272 -9.98133 -3.15462
H 1.69457 -5.94350 -2.90952
H 0.98115 -9.23610 -4.54583
H 5.15059 -13.04369 -7.49246
C 3.58700 -17.29082 -3.55174
C 0.54065 -10.66398 -2.06810
O 4.83841 -14.38629 -9.10567
H 4.73241 -16.23273 -6.74422
H 2.39582 -15.62884 -5.30262
H 5.59027 -12.50523 -9.12550
H -0.49343 -10.39595 -9.22371
H 4.65444 -15.37917 -5.21728
H 3.02829 -15.90052 -10.22982
H 1.61840 -9.07506 -8.17154
H -0.60369 -8.37293 -4.38505
C 0.24630 -8.81119 -3.86205
H 2.21218 -14.92397 -7.62319
I 2.23119 -12.97133 -5.68892
H 4.47768 -17.79405 -3.17550
C 5.57794 -13.35670 -8.44509
H 2.94515 -18.75303 -1.46402
C 2.58501 -15.14777 -9.57792
H 0.72585 -13.97485 -9.50721
H 0.50378 -6.22954 -4.18702
H 6.62498 -13.61595 -8.28827
H 5.67680 -16.80318 -5.38356
C 0.11952 -10.64400 -8.35718
H 1.48824 -11.01827 -2.47387
H 0.10303 -8.67526 -7.42082
C 3.60121 -13.96175 -9.61179
H 3.13825 -13.18378 -9.00473
H 0.13154 -11.34384 -4.55592
H 1.07555 -9.79228 -6.59425
H 2.37346 -16.50479 -6.54312
*
```

---

No. 3
C4H6N2S | ωB97M-V/def2-TZVPD

As for the HOMO-LUMO gap: 9.00 eV. The SMILES is Cn1cnc(S)c1. Its max |F| is 2.6 eV Å⁻¹.

```
! RIJCOSX wB97M-V def2-TZVPD def2/J DEFGRID3
* xyz 0 1
C 0.51451 -0.78373 -0.01701
H -2.71213 0.22963 0.13914
C -0.14187 1.27592 -0.11076
H -2.07546 -1.25329 0.71017
N 1.13905 1.37187 -0.05332
S 3.29248 -0.29130 -0.13336
N -0.61111 0.01915 -0.10168
H -2.25482 -1.04149 -1.00355
H 0.40452 -1.83226 0.09251
C -1.96260 -0.55596 -0.05850
H 3.65265 0.66387 0.73491
C 1.58755 0.07872 -0.06616
H -0.83277 2.11887 -0.13238
*
```

---

No. 4
C24H31BF10MoN2O4PS2 | ωB97M-V/def2-TZVPD

As for the HOMO-LUMO gap (alpha / beta): 6.96 / 7.05 eV. Its max |F| is 1.5 eV Å⁻¹. Its expectation value of S² is 2.06.

```
! RIJCOSX wB97M-V def2-TZVPD def2/J DEFGRID3
* xyz 1 3
Mo 0.98222 -0.46343 0.41719
C -2.73460 2.73085 -1.85387
H 3.95614 3.67680 1.04691
H -3.21984 -3.42977 -1.83637
P 0.66724 1.86932 1.07408
H 1.15279 1.96097 3.38805
H -3.19126 5.42371 -2.10394
H 1.36606 -0.66389 -4.16439
F 2.51477 -5.31902 1.30486
H -1.80686 1.53146 2.71131
H -3.37261 -2.31396 0.29891
F 4.46745 -1.73872 1.86186
C -2.10673 1.49986 -1.79317
H -1.07780 3.93943 2.71068
H 2.92010 3.51872 2.46420
F 2.81096 -0.32750 2.64184
H -2.31292 -0.96798 0.73177
B 4.04820 -0.53636 2.14529
H 2.87375 1.89712 -0.98916
C 1.93842 3.11032 0.55487
O 0.49449 -4.59701 -1.49920
H 0.76081 0.65051 -3.15071
C -2.37234 3.77235 -1.00184
C -3.06238 5.10426 -1.07016
C 1.01994 -0.41029 -3.16503
C -1.99244 -1.78400 -1.25540
H -4.05649 5.03886 -0.62326
C -2.02731 -4.28812 -4.11340
C -1.10283 1.27563 -0.85628
H -0.13492 3.83704 4.19240
C -2.86677 -1.42789 -0.08181
C -0.89853 1.29981 3.27216
H 1.43879 4.08093 0.60396
S 0.99577 -3.91803 -0.36614
C -0.16422 -1.26495 -2.79215
S 0.38313 -2.93173 1.95549
C -0.73592 2.30670 0.01387
C -0.09776 3.68658 3.11333
H -3.05767 -4.59587 -3.94458
H 0.64399 4.37417 2.70586
C 2.33106 2.83761 -0.90290
C -0.57910 -2.30153 -3.60599
H 2.98519 3.63216 -1.26237
N 0.01837 -4.01320 0.89831
C 3.14832 3.09169 1.48716
F -1.82489 -3.56176 3.16603
H 3.51859 2.07770 1.62707
H -0.64984 0.25158 3.11770
C -1.66100 -3.10959 -3.26351
H -1.88476 -4.07817 -5.17240
H 1.45242 2.80715 -1.55095
C -0.54174 -3.44718 3.47721
F 2.82526 -5.74430 -0.78376
C -2.35714 -2.82674 -2.09641
H -1.10850 1.44547 4.33175
F 2.81290 -0.20803 0.00812
H 1.85034 -0.57604 -2.47428
H -2.37745 0.71031 -2.48304
F -0.06609 -4.58269 3.92934
F -0.37206 -2.48594 4.37110
H -3.63259 -0.71686 -0.40257
H -1.37625 -5.12467 -3.84790
H -0.03619 -2.50056 -4.52279
C 0.24417 2.22403 2.83677
F 3.59369 -3.91025 0.05028
C 2.60764 -4.78592 0.09827
H -1.04456 4.35830 0.56370
O -0.23137 -1.59187 1.69603
C -1.35571 3.54388 -0.07795
O 1.77827 -2.79827 2.23675
C -0.86963 -1.02513 -1.60205
H -3.51437 2.89062 -2.58783
O 1.36949 -2.50534 -0.52515
F 4.83312 0.50942 1.99602
N -0.42621 0.03954 -0.74433
H -2.50219 5.86770 -0.53348
*
```

---

No. 5
C43H51AuN4O3S | ωB97M-V/def2-TZVPD

As for the HOMO-LUMO gap (alpha / beta): 4.90 / 4.86 eV. Its max |F| is 0.4 eV Å⁻¹. Its expectation value of S² is 2.04.

```
! RIJCOSX wB97M-V def2-TZVPD def2/J DEFGRID3
* xyz 0 3
H -2.50333 -6.63562 -1.41389
N 1.82274 0.19545 -1.04003
C -3.27200 -1.67812 2.09457
C 4.52371 2.57467 4.03819
H -3.88541 -1.19489 4.78133
C -4.72051 0.64288 4.00153
Au 0.31361 -0.35965 0.17868
H -3.01296 7.04892 3.94898
H 0.53965 6.24983 3.06014
H 4.62829 3.15250 -4.05436
C -4.55716 -2.44587 2.27983
H 3.38092 -0.45079 -4.70329
C 1.09987 1.53809 6.01537
H 5.85818 1.96693 -3.56783
H -3.07945 -3.27628 -0.18186
S -0.37332 3.27125 -0.73441
H -0.67554 -4.41931 -4.66662
H 0.10883 -2.92408 -5.13398
C -0.40128 -3.05285 -3.07283
C -3.53863 -0.30574 4.24673
C 1.20095 -1.12069 -3.03066
H 5.37207 3.23437 4.23012
O -0.74311 1.95629 -0.18846
C 0.43536 1.12601 2.81302
H 2.10509 1.11225 5.98615
H 3.99257 3.48418 -1.65969
H 1.71706 -4.85374 -5.14439
H -1.20751 1.15983 4.09191
H -2.82821 0.19161 4.90666
C -2.84980 -0.72884 2.98674
C -2.23513 -4.67448 -2.32808
H -5.16142 0.95938 4.94922
H -5.79726 -4.10352 1.71221
C 0.93517 2.60797 4.92484
H 4.22982 1.06995 -4.64193
C 0.14829 4.94296 1.40125
C 2.96241 0.69990 -2.96735
C -2.16772 4.67990 0.79834
H -0.82276 -6.08120 -1.46483
H 3.79748 2.45269 0.54669
H -1.93780 -5.39292 -0.28687
C 3.48382 3.26435 3.14524
C 2.76218 1.15200 -0.77022
H -3.27851 -4.37958 -2.18538
H 1.38357 -5.14147 -3.43077
H 5.23445 2.35574 -1.16041
C 2.99534 1.73545 0.48034
C -0.82636 4.37996 0.58762
H 1.47392 -1.34298 -4.05316
H -2.91488 4.23991 0.14729
C -1.94585 7.09972 3.73054
H 2.45738 1.18372 -6.36050
C 1.42611 -4.37465 -4.20804
H -4.09256 -4.39017 1.39454
H -5.03776 -3.31669 0.33784
N 1.09161 0.77790 1.66098
C -2.27762 -2.56766 -0.07470
C -2.52506 5.54111 1.82658
N -1.26833 -0.84176 1.34809
H 0.93889 1.96714 7.00645
C -0.79724 0.72362 3.19388
O -1.15827 3.65203 -1.88916
H 6.00443 3.64897 -3.07219
C 3.27511 0.60350 -4.43131
C -1.55990 6.11782 2.65010
H 1.22217 0.77439 -5.16166
C 1.26900 2.09194 3.56386
N -0.36827 -1.61302 -1.24397
C 4.51726 2.57007 -1.95802
C -0.22270 5.80375 2.42677
C 2.20622 1.57968 1.56908
H -5.50428 0.16348 3.41380
C -1.85650 -5.76185 -1.31044
C 2.19271 1.25374 -5.30349
C -1.36010 -2.53782 -1.07963
C -1.59622 -0.22165 2.51086
H -2.15813 -5.08731 -3.33251
H 1.58351 3.45593 5.15037
C 5.29114 2.84170 -3.24396
C 0.23647 -1.86412 -2.46297
C 1.92353 -0.08985 -2.36504
C 0.06139 -3.68348 -4.34899
C 2.34039 2.35861 2.81480
C -2.27996 -1.73416 1.05365
H 4.89707 1.66484 3.56334
H 0.39053 0.72089 5.87663
H 3.96387 3.60751 2.22950
H -5.38261 -1.73495 2.20804
H -4.56675 -2.80004 3.31442
H 3.09846 4.15274 3.64819
H -3.57178 5.77804 1.99112
H 2.20361 -3.66432 -3.92764
H -4.39243 1.53310 3.46044
H 4.08471 2.29784 4.99882
C 3.48763 1.47713 -1.97404
H -0.09187 2.98300 4.92932
C -4.87663 -3.63075 1.36932
H 1.18887 4.70205 1.21386
H 2.07453 2.30757 -5.04471
H -1.71930 8.12217 3.41573
H -1.39620 6.91287 4.65483
O 1.06934 3.41812 -0.88019
C -1.35704 -3.46541 -2.23164
*
```

---

Question: Among the records above, which one has the lowest max |F|?
Answer: C43H51AuN4O3S